101
Properties=species:S:1:pos:R:3:mulliken_charge:R:1 method="wB97M-V/def2-TZVPD" homo_ev=-10.051 homo_lumo_gap_ev=10.06 smiles="C[C@H]1COC(=O)O1.C[C@H]1COC(=O)O1.C[C@H]1COC(=O)O1.C[C@H]1COC(=O)O1.C[C@H]1COC(=O)O1.COC(=O)OC.BrCCBr.BrCCBr.BrCCBr" lumo_ev=0.00 e_above_lowest_ev=3.868
C 4.724 -10.690 -2.830 -1.359
C 5.918 -11.466 -2.262 0.423
C 5.577 -12.066 -0.915 -0.481
O 6.070 -13.359 -0.996 -0.308
C 6.328 -13.688 -2.211 0.681
O 6.771 -14.758 -2.662 -0.594
O 6.139 -12.635 -3.028 -0.340
H 5.032 -10.026 -3.638 0.356
H 4.516 -9.876 -2.135 0.402
H 3.831 -11.298 -2.976 0.337
H 6.801 -10.849 -2.095 0.266
H 4.492 -12.111 -0.827 0.287
H 5.952 -11.512 -0.054 0.331
C -8.584 2.331 1.755 -1.316
C -7.692 3.497 2.130 0.365
C -8.176 4.565 3.122 -0.458
O -7.014 4.877 3.815 -0.306
C -6.200 3.838 3.796 0.694
O -5.292 3.704 4.623 -0.609
O -6.643 2.960 2.944 -0.321
H -8.883 1.753 2.630 0.321
H -8.111 1.659 1.039 0.343
H -9.455 2.771 1.270 0.384
H -7.189 4.035 1.326 0.306
H -8.963 4.204 3.785 0.292
H -8.517 5.461 2.603 0.305
C -3.994 1.013 -9.034 -1.378
C -3.622 2.105 -9.999 0.456
C -4.784 2.540 -10.911 -0.473
O -4.942 3.907 -10.587 -0.310
C -4.222 4.198 -9.461 0.639
O -4.171 5.285 -8.891 -0.559
O -3.367 3.209 -9.147 -0.336
H -3.885 0.053 -9.539 0.372
H -5.028 1.100 -8.700 0.348
H -3.349 0.988 -8.156 0.337
H -2.727 1.902 -10.587 0.336
H -5.680 1.919 -10.895 0.293
H -4.436 2.462 -11.941 0.275
C -1.638 9.517 5.903 -1.347
C -1.523 10.461 4.651 0.317
C -1.618 9.689 3.320 -0.426
O -2.558 10.461 2.586 -0.321
C -3.269 11.246 3.400 0.691
O -4.357 11.825 3.193 -0.579
O -2.738 11.171 4.650 -0.336
H -0.848 8.767 5.858 0.393
H -2.643 9.131 6.073 0.339
H -1.356 10.042 6.816 0.351
H -0.749 11.227 4.628 0.338
H -1.854 8.641 3.499 0.284
H -0.687 9.686 2.752 0.296
C 3.171 -8.467 8.174 -1.442
C 3.210 -8.688 6.669 0.454
C 1.989 -8.511 5.834 -0.348
O 2.579 -8.142 4.590 -0.298
C 3.821 -7.651 4.835 0.635
O 4.513 -7.008 4.035 -0.578
O 4.146 -7.844 6.138 -0.322
H 2.861 -7.444 8.389 0.354
H 4.167 -8.522 8.615 0.352
H 2.484 -9.123 8.708 0.370
H 3.651 -9.659 6.444 0.247
H 1.372 -7.755 6.319 0.299
H 1.507 -9.469 5.640 0.277
Br 5.629 5.514 1.334 -0.172
C 6.200 5.942 -0.551 -0.585
C 5.071 6.762 -1.175 -0.568
Br 5.818 7.651 -2.831 -0.172
H 6.506 5.012 -1.029 0.383
H 7.093 6.541 -0.370 0.353
H 4.699 7.480 -0.444 0.409
H 4.315 6.053 -1.513 0.352
Br 1.969 -0.557 7.194 -0.133
C 1.220 1.281 7.019 -0.579
C 1.584 2.018 8.332 -0.577
Br 0.312 1.404 9.768 -0.139
H 0.178 1.042 6.806 0.372
H 1.741 1.760 6.190 0.324
H 1.428 3.086 8.182 0.344
H 2.583 1.683 8.613 0.388
Br 2.739 -0.388 -7.237 -0.158
C 2.512 -2.226 -8.131 -0.575
C 2.171 -3.350 -7.085 -0.556
Br 1.416 -5.051 -7.902 -0.163
H 3.363 -2.403 -8.789 0.384
H 1.664 -2.153 -8.813 0.349
H 1.422 -2.968 -6.391 0.362
H 3.060 -3.637 -6.524 0.358
C 0.282 -0.841 -0.413 -0.664
O -0.215 -0.044 -1.443 -0.294
C -0.301 1.284 -1.295 0.804
O -0.165 1.866 -0.227 -0.581
O -0.741 1.739 -2.468 -0.281
C -1.313 3.065 -2.562 -0.622
H -0.491 -1.295 0.207 0.268
H 1.067 -0.364 0.173 0.319
H 0.747 -1.699 -0.900 0.246
H -1.378 3.575 -1.600 0.327
H -2.321 2.955 -2.962 0.240
H -0.722 3.679 -3.241 0.238

85
Properties=species:S:1:pos:R:3:mulliken_spin:R:1 method="wB97M-V/def2-TZVPD" homo_ev="-12.870 / -12.871" homo_lumo_gap_ev="7.01 / 5.68" s2=2.01 total_charge=+2 multiplicity=3 lumo_ev="-5.86 / -7.20"
N 5.264 0.492 3.184 0.000
C 4.143 0.801 3.863 0.000
C 3.045 -0.058 3.902 0.000
C 3.101 -1.270 3.181 -0.003
C 4.295 -1.604 2.517 0.001
C 5.349 -0.686 2.567 0.000
C 1.927 -2.095 3.089 0.003
Ni -0.659 0.082 -0.621 1.569
P -2.662 -0.061 -1.649 0.089
C 1.811 -3.199 2.294 -0.005
C 0.542 -3.494 1.701 0.000
C 0.465 -4.096 0.434 -0.001
C -0.719 -4.041 -0.287 -0.001
C -1.836 -3.426 0.297 0.012
C -1.820 -2.953 1.610 -0.017
C -0.636 -2.988 2.313 0.005
Br -3.609 -3.717 -0.517 0.000
H 1.070 -1.702 3.653 0.000
H 2.659 -3.807 1.969 0.000
H 2.154 0.211 4.481 0.000
H 4.391 -2.541 1.978 0.000
H 4.101 1.756 4.382 0.000
H 6.290 -0.914 2.062 0.000
H 1.362 -4.539 0.004 0.000
H -0.603 -2.578 3.320 0.000
H -0.782 -4.468 -1.285 0.002
H -2.726 -2.559 2.069 0.001
P 1.026 0.391 -1.802 0.023
C -3.641 -0.126 -0.085 0.011
C -5.050 -0.700 -0.159 0.017
H -3.657 0.913 0.285 -0.002
H -3.048 -0.699 0.648 -0.005
H -5.522 -0.615 0.829 0.000
H -5.692 -0.193 -0.884 0.000
H -5.008 -1.772 -0.396 -0.001
C -2.622 -1.570 -2.678 0.041
C -3.861 -1.861 -3.517 0.018
H -2.453 -2.394 -1.959 -0.021
H -1.713 -1.532 -3.300 0.000
H -3.843 -2.909 -3.832 -0.001
H -4.794 -1.703 -2.968 -0.002
H -3.874 -1.247 -4.424 0.001
C -3.445 1.211 -2.724 0.007
C -4.970 1.340 -2.711 0.004
H -3.099 1.002 -3.748 -0.001
H -2.974 2.151 -2.407 0.003
H -5.273 2.113 -3.426 0.000
H -5.483 0.417 -3.020 0.000
H -5.346 1.649 -1.729 -0.001
C 1.377 2.032 -2.549 0.011
C 0.240 2.742 -3.287 -0.001
H 2.218 1.854 -3.241 0.002
H 1.754 2.678 -1.745 -0.004
H 0.680 3.529 -3.909 0.000
H -0.335 2.084 -3.945 0.001
H -0.445 3.236 -2.590 -0.001
C 1.070 -0.590 -3.366 0.028
C 1.358 -2.060 -3.122 -0.011
H 1.838 -0.131 -4.012 0.005
H 0.099 -0.441 -3.863 0.008
H 1.285 -2.602 -4.069 -0.001
H 2.364 -2.209 -2.720 0.000
H 0.640 -2.504 -2.424 0.007
C 2.642 -0.071 -1.020 0.023
C 3.374 1.001 -0.216 -0.016
H 3.293 -0.443 -1.830 0.011
H 2.414 -0.929 -0.358 -0.013
H 4.358 0.618 0.081 0.001
H 3.547 1.924 -0.788 0.001
H 2.842 1.248 0.711 0.009
S -0.882 2.125 0.198 0.160
C 0.030 2.563 1.605 0.001
N 1.324 2.904 1.498 0.010
C 2.107 3.620 2.510 0.000
C 1.494 3.434 3.886 0.003
C -0.022 3.531 3.859 -0.003
N -0.555 2.645 2.813 0.014
H 1.663 2.957 0.539 0.005
H 2.148 4.687 2.239 0.001
H 3.135 3.225 2.494 0.000
H 1.909 4.185 4.574 0.000
H 1.791 2.446 4.254 -0.001
H -0.335 4.569 3.659 0.000
H -0.438 3.217 4.827 0.001
H -1.562 2.515 2.801 -0.001

85
Properties=species:S:1:pos:R:3:mulliken_spin:R:1 method="wB97M-V/def2-TZVPD" homo_ev="-18.484 / -18.553" homo_lumo_gap_ev="6.12 / 4.10" s2=6.05 total_charge=+4 multiplicity=5 lumo_ev="-12.37 / -14.46" e_above_lowest_ev=3.816
N -5.171 3.111 -3.587 0.768
C -4.911 3.451 -2.323 0.009
C -3.906 2.815 -1.581 0.073
C -3.139 1.823 -2.228 -0.061
C -3.524 1.378 -3.504 0.064
C -4.517 2.119 -4.175 0.015
C -1.769 1.524 -1.696 -0.007
Ru -0.673 0.152 -0.901 1.399
P 2.588 -0.262 -1.083 0.604
C -0.780 0.960 -2.656 0.079
C 0.318 1.852 -3.075 0.028
C 0.915 1.649 -4.330 0.046
C 1.951 2.468 -4.743 -0.005
C 2.442 3.461 -3.875 0.124
C 1.778 3.728 -2.668 -0.034
C 0.738 2.896 -2.255 0.043
Br 3.987 4.373 -4.267 0.065
H -1.491 2.381 -1.040 -0.002
H -1.175 0.350 -3.474 0.044
H -3.660 3.161 -0.577 0.011
H -3.007 0.603 -4.058 0.013
H -5.480 4.273 -1.885 0.026
H -4.730 1.888 -5.220 0.027
H 0.557 0.829 -4.951 0.002
H 0.297 3.021 -1.259 -0.001
H 2.419 2.298 -5.707 0.000
H 2.093 4.556 -2.039 0.001
P -1.419 -1.943 -1.189 -0.043
C 3.483 1.293 -0.777 0.061
C 4.978 1.355 -1.138 0.011
H 3.381 1.545 0.291 0.003
H 2.916 2.044 -1.352 0.015
H 5.347 2.377 -0.954 0.000
H 5.564 0.673 -0.503 -0.002
H 5.172 1.116 -2.190 0.002
C 2.838 -0.453 -2.880 0.149
C 4.152 -1.125 -3.303 0.010
H 2.769 0.563 -3.292 0.021
H 2.001 -1.020 -3.312 -0.026
H 4.105 -1.334 -4.380 -0.002
H 5.024 -0.489 -3.126 -0.006
H 4.300 -2.067 -2.766 0.002
C 1.640 -0.435 0.433 0.046
C 2.402 -1.320 1.422 0.053
H 0.645 -0.895 0.160 -0.020
H 1.432 0.572 0.838 0.007
H 1.736 -2.067 1.865 0.009
H 3.222 -1.841 0.903 -0.032
H 2.831 -0.712 2.226 0.007
C -1.200 -3.188 0.132 0.006
C -1.825 -4.568 -0.087 -0.003
H -1.571 -2.733 1.067 0.002
H -0.110 -3.295 0.252 -0.004
H -2.921 -4.546 -0.039 0.000
H -1.520 -5.014 -1.043 0.000
H -1.476 -5.237 0.712 -0.001
C 0.067 -2.155 -2.257 0.067
C -0.127 -2.556 -3.711 0.006
H 0.759 -2.809 -1.706 -0.017
H 0.481 -1.101 -2.204 0.050
H -0.684 -3.498 -3.778 0.004
H -0.665 -1.794 -4.292 0.002
H 0.861 -2.691 -4.167 -0.001
C -2.867 -2.340 -2.191 0.004
C -4.155 -1.977 -1.458 0.006
H -2.813 -3.410 -2.453 -0.002
H -2.798 -1.791 -3.143 -0.001
H -5.004 -2.135 -2.136 0.000
H -4.310 -2.608 -0.572 0.000
H -4.168 -0.924 -1.148 -0.003
S -2.267 0.255 0.911 0.187
C -1.311 -0.028 2.310 0.038
N -0.397 0.876 2.694 0.029
C 0.190 0.864 4.043 0.000
C 0.452 -0.561 4.447 0.007
C -0.793 -1.414 4.278 -0.001
N -1.370 -1.198 2.956 0.026
H -0.522 1.785 2.241 0.000
H -0.523 1.335 4.731 0.000
H 1.101 1.461 4.013 0.002
H 0.760 -0.589 5.500 -0.001
H 1.280 -0.975 3.865 -0.002
H -1.546 -1.137 5.029 0.002
H -0.574 -2.480 4.387 0.001
H -2.160 -1.781 2.664 0.003

88
Properties=species:S:1:pos:R:3:mulliken_spin:R:1 method="wB97M-V/def2-TZVPD" homo_ev="-1.093 / -4.090" homo_lumo_gap_ev="3.46 / 6.44" s2=6.02 total_charge=-1 multiplicity=5 lumo_ev="2.36 / 2.35" e_above_lowest_ev=0.000
C -1.655 -0.301 -4.524 0.002
C -1.120 -1.461 -3.766 -0.001
H -1.317 -0.250 -5.565 -0.001
H -1.284 0.603 -4.008 0.000
H -2.757 -0.230 -4.521 0.000
C -0.598 -2.551 -4.355 0.005
C -0.395 -2.707 -5.819 0.000
H -0.382 -3.429 -3.751 0.000
H -0.411 -1.756 -6.351 0.000
H -1.149 -3.361 -6.271 0.000
H 0.575 -3.177 -5.998 0.000
Cr -0.084 0.496 -0.020 3.904
Cl -0.263 2.727 -0.530 0.049
C -0.478 -2.124 1.529 0.031
O 0.273 -1.269 0.980 -0.014
N -0.023 -3.074 2.339 0.015
C 1.391 -3.165 2.689 0.001
C -0.890 -4.149 2.821 0.002
H -1.569 -2.132 1.340 0.001
H 1.891 -2.213 2.503 -0.002
H 1.885 -3.965 2.121 0.000
H 1.465 -3.425 3.748 0.000
H -1.932 -3.886 2.594 0.000
H -0.753 -4.266 3.907 -0.001
H -0.637 -5.101 2.325 0.000
H 0.976 2.950 4.929 -0.002
H -1.056 4.648 4.205 0.000
C 1.279 3.069 3.880 0.002
C -0.592 4.576 3.212 0.002
N 0.117 3.310 3.046 0.008
H 1.794 2.171 3.530 0.000
C -0.335 2.374 2.207 0.013
O 0.326 1.341 1.870 -0.015
H -1.370 4.657 2.445 0.000
H -1.341 2.574 1.802 0.005
H 1.940 3.941 3.834 0.001
H 0.108 5.418 3.112 -0.002
H 1.248 0.000 -3.760 0.001
H 2.280 -2.577 -3.464 0.001
C 2.243 0.221 -3.346 0.002
C 3.083 -2.069 -2.909 0.000
N 2.604 -0.802 -2.367 0.002
H 2.231 1.207 -2.874 0.000
C 2.377 -0.639 -1.055 0.029
O 1.932 0.423 -0.538 -0.003
H 3.427 -2.706 -2.087 0.001
H 2.654 -1.513 -0.437 -0.004
H 2.984 0.182 -4.150 0.000
H 3.914 -1.877 -3.598 -0.001
O -0.378 -0.298 -1.815 -0.026
C -1.245 -1.298 -2.253 -0.022
C 0.175 -3.173 -1.339 0.019
C -1.088 -2.633 -1.521 0.019
H 1.035 -2.545 -1.604 0.003
C 0.301 -4.496 -0.915 0.004
H -2.292 -0.974 -2.097 -0.006
C -2.236 -3.344 -1.177 -0.008
H 1.301 -4.907 -0.767 0.000
C -0.844 -5.265 -0.703 -0.002
C -2.113 -4.680 -0.782 0.001
H -3.207 -2.839 -1.261 0.000
H -0.749 -6.321 -0.431 0.000
H -3.008 -5.257 -0.540 0.000
Si -0.526 4.323 -2.357 0.019
Cl -1.049 2.671 -3.545 0.001
C 1.336 4.496 -2.060 0.012
C -1.892 5.047 -1.238 0.016
C -0.835 5.673 -3.756 0.001
H 1.826 3.572 -1.729 -0.002
H 1.518 5.252 -1.286 0.000
H 1.839 4.824 -2.973 0.000
H -0.043 5.620 -4.515 0.000
H -0.852 6.693 -3.347 0.000
H -1.795 5.505 -4.265 0.000
H -1.870 4.635 -0.215 -0.001
H -2.889 4.835 -1.651 0.000
H -1.788 6.136 -1.170 0.000
C -4.920 0.198 1.011 0.017
C -3.992 0.071 2.050 -0.012
C -2.611 0.101 1.767 0.011
C -2.182 0.370 0.483 -0.099
C -3.089 0.611 -0.530 0.035
C -4.469 0.456 -0.292 -0.007
H -5.991 0.122 1.213 0.002
H -4.331 -0.054 3.084 0.000
H -1.901 -0.080 2.574 0.002
H -2.733 0.913 -1.518 -0.010
H -5.171 0.555 -1.122 -0.001

89
Properties=species:S:1:pos:R:3:mulliken_spin:R:1 method="wB97M-V/def2-TZVPD" homo_ev="-3.702 / -3.719" homo_lumo_gap_ev="6.25 / 6.26" s2=2.00 total_charge=-1 multiplicity=3 lumo_ev="2.54 / 2.54" e_above_lowest_ev=0.000
C -1.139 -0.588 -3.678 0.001
C -0.691 -1.898 -3.131 -0.003
H -0.776 -0.411 -4.697 0.000
H -0.761 0.217 -3.024 -0.001
H -2.239 -0.491 -3.689 0.000
C -0.233 -2.934 -3.866 0.000
C -0.096 -2.958 -5.349 0.000
H 0.072 -3.849 -3.364 0.000
H -0.317 -1.996 -5.822 0.000
H -0.753 -3.713 -5.803 0.000
H 0.926 -3.243 -5.630 0.000
Ni 0.454 0.386 0.162 1.750
Cl -0.022 2.037 -1.371 0.068
C 0.117 -2.400 1.949 0.003
O 0.962 -1.515 1.721 0.011
N 0.341 -3.479 2.720 -0.002
C 1.662 -3.718 3.282 0.002
C -0.694 -4.459 3.037 0.000
H -0.914 -2.342 1.528 0.000
H 2.316 -2.876 3.048 0.000
H 2.080 -4.645 2.870 0.000
H 1.574 -3.842 4.367 0.000
H -1.640 -4.175 2.551 0.000
H -0.850 -4.517 4.127 0.000
H -0.403 -5.461 2.683 0.000
H 1.021 2.825 5.018 0.000
H -0.923 4.343 4.338 0.000
C 1.448 2.970 4.016 0.003
C -0.495 4.389 3.324 0.000
N 0.383 3.247 3.063 0.006
H 1.971 2.064 3.692 -0.001
C 0.255 2.468 1.991 -0.019
O 0.929 1.410 1.823 0.038
H -1.306 4.365 2.591 0.000
H -0.481 2.763 1.242 0.000
H 2.148 3.818 4.054 0.000
H 0.033 5.350 3.240 0.000
H 1.777 -0.305 -3.450 0.000
H 2.620 -2.744 -3.048 0.001
C 2.617 0.071 -2.853 -0.002
C 3.484 -2.226 -2.603 -0.001
N 3.077 -0.983 -1.970 0.006
H 2.284 0.942 -2.282 0.002
C 3.075 -0.867 -0.627 0.002
O 2.698 0.153 -0.016 0.011
H 3.933 -2.870 -1.838 0.000
H 3.467 -1.771 -0.110 0.000
H 3.427 0.336 -3.542 0.000
H 4.210 -2.027 -3.402 0.000
O 0.209 -1.162 -1.138 0.040
C -0.756 -1.985 -1.600 -0.005
C 0.516 -4.038 -0.735 0.003
C -0.696 -3.412 -1.010 0.004
H 1.453 -3.498 -0.910 0.002
C 0.530 -5.368 -0.291 -0.001
H -1.756 -1.589 -1.347 -0.002
C -1.894 -4.099 -0.806 0.002
H 1.484 -5.861 -0.091 0.000
C -0.669 -6.063 -0.105 0.000
C -1.886 -5.427 -0.371 0.000
H -2.830 -3.586 -1.050 0.000
H -0.660 -7.104 0.235 0.000
H -2.831 -5.958 -0.233 0.000
Si -0.010 6.202 -2.863 -0.001
Cl -0.251 4.909 -4.496 0.000
C 1.833 6.230 -2.545 0.000
C -1.102 5.345 -1.617 -0.004
C -0.568 7.991 -3.100 0.000
H 2.223 5.204 -2.556 0.000
H 2.059 6.682 -1.571 0.000
H 2.351 6.810 -3.324 0.000
H 0.042 8.529 -3.839 0.000
H -0.474 8.539 -2.149 0.000
H -1.620 8.065 -3.407 0.000
H -0.801 4.286 -1.535 0.004
H -2.147 5.372 -1.964 0.000
H -1.035 5.803 -0.623 0.000
S -1.989 -0.073 1.040 0.064
C -2.315 0.172 2.653 -0.005
C -1.323 0.016 3.654 0.015
C -1.637 0.196 4.999 -0.004
C -2.929 0.564 5.399 0.006
C -3.907 0.735 4.405 -0.002
C -3.615 0.539 3.066 0.006
H -0.315 -0.244 3.347 0.004
H -0.860 0.044 5.753 0.000
H -3.164 0.710 6.459 0.001
H -4.916 1.017 4.698 0.000
H -4.372 0.659 2.295 0.000

The F_max results, record by record, are as follows: 0.1133; 0.0776; 0.0963; 0.0841; 0.0534 hartree/bohr.
The electronic energy results, record by record, are as follows: -487959.2850; -175806.6659; -137314.0411; -104859.1369; -128319.0783 eV.